C17H14F2N4O5 | wB97M-V/def2-TZVPD

The total energy is -1451.24795 hartree. Its structure (SMILES) is Cn1c(=O)c2c(ncn2CC(=O)OCC(=O)c2ccc(F)c(F)c2)n(C)c1=O. Its molar mass is 392.32 Da. The highest occupied orbital energy is -8.73 eV. Its multiplicity is 1.

```
42
C17H14F2N4O5 (wB97M-V/def2-TZVPD)
C 1.41 -0.92 2.74
N 1.86 -1.15 1.38
C 0.91 -1.54 0.45
O -0.27 -1.67 0.74
C 1.49 -1.74 -0.84
C 2.83 -1.52 -1.10
N 3.11 -1.74 -2.40
C 1.96 -2.08 -2.94
N 0.94 -2.10 -2.05
C -0.44 -2.41 -2.26
C -1.30 -1.31 -1.63
O -0.98 -0.15 -1.59
O -2.45 -1.80 -1.20
C -3.27 -0.91 -0.44
C -3.20 0.54 -0.96
O -3.67 0.82 -2.04
C -2.67 1.57 -0.03
C -3.09 2.89 -0.23
C -2.64 3.90 0.58
C -1.73 3.62 1.59
F -1.28 4.60 2.38
C -1.29 2.31 1.77
F -0.39 2.04 2.74
C -1.75 1.29 0.98
N 3.69 -1.14 -0.12
C 5.09 -0.92 -0.42
C 3.22 -0.95 1.16
O 3.96 -0.62 2.07
H 2.15 -1.33 3.43
H 1.30 0.14 2.93
H 0.45 -1.42 2.87
H 1.84 -2.32 -3.97
H -0.71 -3.36 -1.80
H -0.65 -2.45 -3.34
H -2.98 -0.99 0.60
H -4.29 -1.27 -0.58
H -3.79 3.09 -1.03
H -2.96 4.92 0.45
H -1.35 0.29 1.12
H 5.53 -1.84 -0.81
H 5.18 -0.14 -1.18
H 5.59 -0.62 0.50
```

C17H14FeO5 | wB97M-V/def2-TZVPD

The energy above the lowest of the compared OMol25 structures with the same formula, charge and spin is 9.3 kJ/mol. The total energy is -2295.86441 hartree. Its molar mass is 354.14 Da. The highest occupied orbital energy (alpha / beta) is -5.98 / -8.26 eV. Its multiplicity is 5.

```
37
C17H14FeO5 (wB97M-V/def2-TZVPD)
C -5.01 -0.80 -2.52
O -3.79 -0.04 -2.54
C -2.60 -0.70 -2.58
C -2.49 -2.11 -2.54
C -1.21 -2.68 -2.56
C -0.07 -1.92 -2.61
C -0.13 -0.46 -2.51
O 0.88 0.26 -2.29
C -1.46 0.10 -2.64
H -5.78 -0.03 -2.52
H -5.10 -1.43 -3.41
H -5.09 -1.42 -1.62
H -3.39 -2.73 -2.51
H -1.13 -3.77 -2.53
H 0.93 -2.37 -2.62
H -1.57 1.18 -2.65
O 2.00 0.58 5.46
C 1.88 0.66 4.30
Fe 1.39 0.84 2.61
C -0.15 0.03 3.03
O -1.15 -0.35 3.46
C 0.63 2.38 3.06
O 0.04 3.28 3.49
C 0.91 0.90 0.55
C 1.78 1.92 0.07
C 2.87 2.27 0.79
C 3.19 1.61 2.02
C 3.34 0.19 2.10
C 2.67 -0.70 1.27
C 1.35 -0.40 0.90
H -0.17 1.00 0.31
H 1.50 2.49 -0.83
H 3.47 3.15 0.50
H 3.71 2.20 2.79
H 4.07 -0.20 2.83
H 3.03 -1.72 1.15
H 0.64 -1.22 0.78
```

C17H14N2O3S2 | wB97M-V/def2-TZVPD

The energy above the lowest of the compared OMol25 structures with the same formula, charge and spin is 0.0 kJ/mol. The total energy is -1787.81215 hartree. Its structure (SMILES) is O=C(NCc1ccco1)/C(=C\c1cccs1)NC(=O)c1cccs1. Its molar mass is 358.44 Da. The highest occupied orbital energy is -7.94 eV. Its multiplicity is 1.

```
38
C17H14N2O3S2 (wB97M-V/def2-TZVPD)
O 0.13 2.02 -0.46
C 0.01 0.83 -0.24
N -0.87 0.30 0.64
C -1.88 1.11 1.29
C -1.98 0.77 2.74
C -1.07 0.25 3.61
C -1.74 0.13 4.85
C -3.00 0.60 4.64
O -3.16 0.98 3.36
C 0.93 -0.18 -0.87
C 1.99 -0.72 -0.24
C 2.42 -0.44 1.10
C 2.12 0.60 1.94
C 2.76 0.50 3.19
C 3.53 -0.62 3.31
S 3.51 -1.56 1.87
N 0.67 -0.47 -2.20
C -0.55 -0.24 -2.80
O -1.52 0.12 -2.17
C -0.59 -0.49 -4.24
C 0.40 -0.80 -5.14
C -0.09 -0.94 -6.45
C -1.43 -0.74 -6.52
S -2.13 -0.37 -5.01
H -0.98 -0.70 0.68
H -2.85 0.97 0.81
H -1.57 2.15 1.14
H -0.06 -0.02 3.40
H -1.34 -0.24 5.77
H -3.85 0.70 5.29
H 2.60 -1.44 -0.78
H 1.50 1.43 1.66
H 2.65 1.22 3.98
H 4.12 -0.94 4.14
H 1.40 -0.91 -2.74
H 1.44 -0.91 -4.89
H 0.53 -1.17 -7.30
H -2.06 -0.78 -7.40
```